This record from the Open Molecules 2025 dataset describes a cluster of 2 separate species, C4H8F2NPS in total. The level of theory is the ωB97M-V functional and the def2-TZVPD basis.

* calculated total energy: -31327.1730 eV
* multiplicity: 1
* SMILES string: C1=NCCC1.FP(F)S

Atoms and positions in Å:
C: 0.642 0.608 -0.908
N: -0.069 -0.357 -0.572
C: 0.650 -1.216 0.371
C: 1.980 -0.537 0.715
C: 1.929 0.754 -0.102
H: 0.369 1.314 -1.568
H: 0.564 -2.221 -0.195
H: -0.112 -1.196 1.269
H: 2.791 -1.233 0.144
H: 2.135 -0.301 1.691
H: 1.885 1.578 0.493
H: 2.652 1.071 -0.837
F: -2.503 -1.367 0.564
P: -2.809 -0.257 -0.586
F: -4.429 -0.433 -0.492
S: -2.731 1.485 0.533
H: -2.944 2.306 -0.520

Atoms 1-2, force components in eV/Å:
C 1.87 -1.13 3.26
N -0.41 -0.67 -0.62



This record from the Open Molecules 2025 dataset describes a cluster of 7 separate species, C15H47NO6P2 in total. The level of theory is the ωB97M-V functional and the def2-TZVPD basis.

* calculated total energy: -48666.0511 eV
* multiplicity: 1
* SMILES string: CCCCCCCCP(C)[PH2]=N.CO.CO.CO.CO.CO.CO

Atoms and positions in Å:
C: -1.172 0.094 0.947
C: -1.151 1.450 0.219
C: -1.731 1.338 -1.193
C: -0.765 0.587 -2.111
C: 0.355 1.447 -2.723
C: 1.775 0.910 -2.483
C: 2.500 1.611 -1.328
C: 2.941 3.027 -1.754
P: 2.839 4.451 -0.583
C: 4.606 4.829 -0.297
P: 2.477 3.555 1.369
N: 3.539 2.584 2.034
H: -1.687 0.159 1.900
H: -1.651 -0.639 0.304
H: -0.166 -0.278 1.131
H: -0.120 1.779 0.102
H: -1.654 2.220 0.802
H: -1.914 2.339 -1.588
H: -2.677 0.801 -1.136
H: -1.333 0.120 -2.914
H: -0.335 -0.242 -1.548
H: 0.283 2.476 -2.364
H: 0.189 1.491 -3.798
H: 2.373 1.073 -3.380
H: 1.721 -0.161 -2.301
H: 1.861 1.621 -0.449
H: 3.388 1.037 -1.071
H: 3.986 2.975 -2.062
H: 2.382 3.318 -2.641
H: 4.671 5.623 0.443
H: 5.188 3.974 0.036
H: 5.012 5.207 -1.232
H: 2.228 4.706 2.140
H: 1.194 2.992 1.292
H: 4.317 2.451 1.400
C: 1.451 -0.701 3.967
O: 2.698 -0.252 3.440
H: 1.529 -1.769 4.157
H: 1.216 -0.196 4.910
H: 0.633 -0.530 3.266
H: 2.621 0.695 3.275
C: -2.624 -3.426 -0.966
O: -1.344 -2.803 -1.002
H: -3.335 -2.707 -1.367
H: -2.651 -4.333 -1.577
H: -2.922 -3.675 0.056
H: -0.697 -3.411 -0.639
C: -2.879 -1.700 3.966
O: -1.685 -1.205 4.554
H: -3.380 -0.868 3.477
H: -2.655 -2.461 3.210
H: -3.559 -2.124 4.711
H: -1.244 -1.949 4.976
C: -5.335 0.436 -2.728
O: -4.969 -0.880 -2.322
H: -5.269 1.073 -1.850
H: -4.652 0.821 -3.489
H: -6.358 0.471 -3.110
H: -5.024 -1.452 -3.090
C: 1.191 -5.014 4.995
O: 0.230 -3.963 4.932
H: 2.151 -4.549 5.208
H: 0.960 -5.724 5.793
H: 1.264 -5.548 4.045
H: -0.622 -4.363 4.742
C: -0.059 -1.513 -5.174
O: 1.203 -0.853 -5.188
H: -0.780 -0.823 -5.608
H: -0.044 -2.425 -5.777
H: -0.378 -1.758 -4.157
H: 1.850 -1.446 -4.801

Atoms 1-2, force components in eV/Å:
C 0.15 0.28 -0.26
C 0.12 -0.19 -0.17



This record from the Open Molecules 2025 dataset describes a structure of composition C26H40GaN5O4SSi4. The level of theory is the ωB97M-V functional and the def2-TZVPD basis.

* calculated total energy: -137975.7888 eV
* multiplicity: 1
* ΔE to the lowest compared entry with this formula, charge and spin: 21.5 kcal per mole

Atoms and positions in Å:
Ga: 0.703 0.363 -0.493
C: -4.148 2.508 1.450
N: -3.494 2.920 0.228
C: -3.960 3.841 -0.684
C: -3.052 3.940 -1.661
N: -2.005 3.058 -1.368
C: -2.291 2.425 -0.173
S: -1.458 1.324 0.751
C: -0.914 2.904 -2.259
C: -0.633 3.973 -3.106
C: 0.265 3.800 -4.140
C: 0.847 2.559 -4.324
C: 0.556 1.575 -3.404
N: -0.276 1.736 -2.366
H: -5.052 3.098 1.578
H: -3.478 2.658 2.295
H: -4.392 1.446 1.403
H: -4.901 4.344 -0.551
H: -3.089 4.516 -2.566
H: -1.106 4.931 -2.948
H: 0.492 4.624 -4.803
H: 1.524 2.361 -5.141
H: 1.009 0.596 -3.486
N: 3.537 0.753 -1.917
C: 2.481 0.618 -1.472
C: -0.842 -4.390 2.010
Si: -0.342 -2.559 1.965
C: 1.321 -2.426 2.851
C: -1.659 -1.599 2.930
Si: -0.211 -1.890 -0.311
Si: -2.266 -2.077 -1.457
C: -2.771 -3.902 -1.533
C: -2.143 -1.460 -3.247
C: -3.723 -1.141 -0.678
Si: 1.458 -3.157 -1.405
C: 1.013 -4.997 -1.506
C: 3.093 -2.981 -0.472
C: 1.728 -2.542 -3.178
H: -0.893 -4.753 3.039
H: -0.112 -5.003 1.477
H: -1.817 -4.555 1.547
H: 1.215 -2.518 3.934
H: 1.788 -1.467 2.636
H: 2.006 -3.208 2.514
H: -1.730 -1.964 3.957
H: -2.643 -1.705 2.466
H: -1.422 -0.535 2.966
H: -2.009 -4.493 -2.044
H: -3.713 -4.035 -2.069
H: -2.894 -4.320 -0.531
H: -1.445 -2.069 -3.827
H: -1.789 -0.429 -3.279
H: -3.113 -1.497 -3.749
H: -3.833 -1.387 0.381
H: -4.659 -1.394 -1.182
H: -3.577 -0.062 -0.752
H: 0.865 -5.422 -0.511
H: 1.804 -5.569 -1.997
H: 0.092 -5.151 -2.072
H: 3.085 -3.566 0.451
H: 3.268 -1.936 -0.203
H: 3.940 -3.312 -1.076
H: 0.818 -2.622 -3.778
H: 2.509 -3.118 -3.680
H: 2.047 -1.497 -3.171
O: 1.238 2.423 0.229
C: 1.742 1.834 1.210
O: 1.628 0.578 1.344
C: 2.496 2.601 2.247
C: 2.742 3.957 2.063
C: 3.477 4.668 2.999
C: 3.969 4.031 4.125
C: 3.704 2.680 4.301
C: 2.976 1.954 3.376
N: 4.217 2.006 5.497
O: 3.933 0.834 5.653
O: 4.895 2.660 6.270
H: 2.355 4.437 1.174
H: 3.675 5.721 2.851
H: 4.554 4.552 4.868
H: 2.787 0.902 3.532

Atoms 1-2, force components in eV/Å:
Ga 0.12 -0.04 0.41
C 0.00 -0.09 0.14



It is found that the HOMO values, taken in the order of the records, are -9.3 -8.5 -8.0 eV.
It is found that the orbital gap values, taken in the order of the records, are 9.9 8.9 7.7 eV.
It is found that the F_max values, taken in the order of the records, are 6.62 1.17 0.62 eV Å⁻¹.